Entry 1:
Molecular formula: C12H22OSe
Method: DFT, ωB97M-V with the def2-TZVPD basis set

The geometry in XYZ format:
```
36
Properties=species:S:1:pos:R:3:forces:R:3
Se 2.052789 1.395501 -0.361620 0.81 0.96 0.21
O -0.203623 2.779780 0.604876 -0.20 0.04 0.64
C -1.815863 -0.377330 0.059005 -0.99 -0.94 -2.80
C -2.370637 2.497458 -0.387498 -2.39 2.12 1.37
C -1.017104 2.027064 0.130780 -0.70 1.40 -1.37
C -3.154023 0.088571 -0.457071 -1.88 2.16 -2.29
C 0.797569 0.039900 1.802596 -1.21 -3.57 -0.44
C 0.903406 -1.197043 -1.832168 3.13 -2.96 -2.60
C 1.983756 -0.576643 2.484520 -0.27 -1.27 1.13
C 0.763919 0.050341 0.302328 -0.31 -0.05 -1.96
C -0.704213 0.650740 -0.279138 1.45 -4.16 0.24
C 3.741886 0.459493 -0.787525 -0.27 -0.23 0.95
C -3.559234 1.539976 -0.084351 3.96 -0.24 2.80
C 1.114072 -1.336722 -0.355355 -2.10 3.34 -0.89
H 0.026959 -0.575936 2.298131 -0.88 0.33 -1.00
H 1.409461 -2.053773 -2.500708 -0.90 1.12 1.82
H -3.738538 1.790234 0.998833 -0.26 -1.15 -0.69
H 3.736011 0.310536 -1.862160 0.40 -0.32 0.07
H 2.398437 -1.589686 2.083266 -1.50 1.38 1.01
H -4.042111 -0.460568 -0.199619 0.09 -1.14 0.58
H 0.496923 -1.964726 0.189389 -1.60 -1.89 0.40
H -2.389551 2.595296 -1.435900 0.85 -0.09 -1.63
H -1.989731 -0.469009 1.067493 0.22 -0.71 2.61
H 2.753950 0.061291 2.248779 2.40 1.61 0.23
H -0.799605 0.521086 -1.385446 0.94 1.03 0.59
H -4.392133 1.784476 -0.610092 -2.43 0.99 -1.55
H 1.686105 -0.522395 3.609147 1.27 -0.60 -1.85
H -2.734930 3.583117 -0.077927 1.40 -2.09 -0.07
H 2.058187 -1.710828 -0.226069 2.60 -0.27 0.84
H 0.598840 1.015766 2.011238 -0.05 2.75 1.62
H 1.453720 -0.376779 -2.289032 -0.33 0.52 0.49
H -0.052903 -1.236351 -2.222567 -2.23 0.28 -0.35
H 3.800830 -0.470839 -0.189949 0.00 0.35 -0.66
H 4.583933 1.090284 -0.442583 -0.60 -0.17 -0.39
H -1.723906 -1.409468 -0.473264 0.70 1.67 1.29
H -3.280201 0.111043 -1.619494 0.89 -0.23 1.65
```
Positions in Å, forces in eV/Å.

Calculated values
HOMO energy   -7.799 eV
Energy relative to the best compared isomer or geometry (same formula, charge and spin)   89.2 kJ/mol
LUMO   0.0240 Eh
SMILES   CCC(CC)([Se]C)[C@H]1CCCCC1=O
Kohn-Sham gap   8.45 eV
Multiplicity   1

Here are the Mulliken charges for atoms 1 to 4, given in e: 0.32 -0.60 -0.44 -0.96

---

Entry 2:
Molecular formula: C10H17FNO4
Method: DFT, ωB97M-V with the def2-TZVPD basis set

The geometry in XYZ format:
```
33
Properties=species:S:1:pos:R:3:forces:R:3
F -3.577377 -1.298020 1.627808 0.29 -0.12 0.14
O 1.617313 1.262570 -0.054241 -0.04 -0.13 -0.02
O -2.349528 -5.306144 0.097650 -0.24 -0.20 -0.13
O -2.693171 -3.296729 -0.418152 0.14 -0.19 0.43
O -5.072448 -0.274331 0.420601 0.11 -0.03 0.18
N -1.896247 -4.368667 -0.494558 0.11 0.32 0.00
C -1.981388 -2.035262 -0.717598 0.22 0.58 -0.26
C 2.900055 1.726424 -0.405382 0.07 0.07 -0.04
C 0.447388 -2.148571 0.169816 0.05 0.23 -0.64
C 1.002581 -2.349313 -1.041093 0.07 0.19 0.68
C -1.001381 -1.763236 0.415767 0.23 0.28 0.00
C 0.453735 3.422991 -0.237244 0.10 0.01 -0.06
C 3.736888 2.193690 0.775601 -0.08 0.04 0.07
C -4.009543 -0.818395 0.446003 -0.69 0.45 -0.55
C 0.762159 2.183701 0.587705 -0.06 0.09 0.07
C -3.107497 -1.040247 -0.769090 0.14 -0.75 0.05
H -0.264131 4.053357 0.289397 -0.03 -0.02 0.00
H -1.282942 -2.394566 1.275217 0.02 0.14 0.20
H -3.813686 -1.366399 -1.535372 -0.12 0.17 -0.05
H -0.160131 1.634373 0.775085 0.03 -0.07 -0.02
H 3.298478 3.062768 1.269185 0.02 0.03 -0.04
H -2.755040 -0.062444 -1.096286 0.04 0.12 0.14
H 0.802443 -1.682863 -1.869364 -1.07 -0.85 -0.46
H 1.064616 -2.293405 1.057035 -0.36 -1.16 0.11
H 1.646205 -3.210553 -1.199044 1.08 0.75 0.18
H 1.165145 2.466318 1.568677 0.02 0.04 -0.02
H 3.390647 0.877777 -0.882627 -0.07 -0.05 0.00
H 0.030190 3.140444 -1.201779 -0.03 -0.01 0.01
H -1.091505 -0.728191 0.776979 -0.01 0.07 -0.02
H 4.737144 2.472284 0.439877 0.01 -0.03 -0.01
H 2.832022 2.518570 -1.162524 0.01 0.04 0.04
H 3.823057 1.398448 1.517151 0.02 -0.02 -0.02
H 1.345946 4.023621 -0.425198 0.00 0.02 0.04
```
Positions in Å, forces in eV/Å.

Calculated values
HOMO energy   -2.212 eV
Charge   -1
LUMO   0.1047 Eh
Kohn-Sham gap   5.06 eV
Multiplicity   1

Here are the Mulliken charges for atoms 1 to 4, given in e: -0.20 -0.27 -0.48 -0.05

---

Entry 3:
Molecular formula: C30H28F9GeN3O4PRuS2
Method: DFT, ωB97M-V with the def2-TZVPD basis set

The geometry in XYZ format:
```
79
Properties=species:S:1:pos:R:3:forces:R:3
Ru -0.148867 -1.123946 0.562052 -0.05 0.00 0.10
Ge -0.437891 -0.310930 -2.008226 0.00 0.00 0.00
S 2.123828 -0.348599 1.140378 0.03 0.00 0.02
S -0.566164 -0.470410 3.254103 -0.01 -0.01 -0.02
P 0.969032 0.675002 2.563434 0.00 0.02 -0.02
F 1.300585 -5.385761 1.909657 0.00 0.00 0.00
F 1.694381 -4.830648 -0.714166 0.00 0.00 0.00
F -0.634759 -6.351816 1.967389 0.00 0.00 0.00
F -2.280867 -3.767127 -0.777924 0.00 0.00 0.00
F -2.594766 -4.304283 1.285306 0.00 0.00 0.01
F -0.371431 -4.391882 2.835683 0.00 0.00 0.00
F -0.104727 -4.904454 -1.894058 0.00 0.00 0.01
F 0.387988 -6.543709 -0.571784 0.00 0.00 0.00
F -2.250534 -5.846317 -0.194006 0.00 0.00 0.00
O 0.014266 -3.186891 0.498962 0.04 0.00 -0.15
O 1.070200 2.276454 2.876056 0.00 0.00 0.01
O 2.082860 0.411118 3.814683 -0.01 0.00 0.01
O -0.004305 1.212418 1.125608 0.01 0.01 0.00
N -2.488562 -0.935879 0.638025 0.00 -0.04 -0.02
N -6.230148 -0.479657 3.041480 -0.01 -0.02 0.00
N -6.421573 -0.547676 -1.370527 0.00 0.01 0.00
C 3.842628 3.299268 -1.778692 0.00 0.00 0.00
C 2.680762 -0.174373 -4.925288 0.00 0.00 0.00
C -3.555481 3.289044 -2.591164 0.00 0.00 0.01
C 2.714681 2.969249 -0.997672 0.00 0.00 0.00
C -5.672925 -0.567617 2.032444 0.01 0.03 0.00
C -1.156675 2.020195 1.295346 0.00 -0.01 0.00
C -1.682970 1.207385 -2.297834 0.00 0.01 0.01
C 0.414927 -5.199226 -0.692709 0.00 0.00 0.00
C 3.515739 0.832251 -4.540602 0.00 0.00 0.00
C 3.245141 1.566748 -3.359808 0.01 0.00 0.00
C 3.875422 -0.985175 4.522488 0.00 0.00 0.00
C 2.382876 -0.893038 4.271131 0.01 0.00 -0.01
C 0.854747 4.262191 4.132585 0.00 0.00 0.00
C -3.055739 0.977067 -2.172125 -0.01 0.00 0.00
C -0.020522 -5.159121 1.811060 -0.01 0.00 0.01
C 1.870487 1.971323 -1.393534 -0.01 0.00 0.01
C 1.321256 2.820976 4.164000 0.00 0.00 0.00
C 1.211251 0.201725 -3.014297 0.00 -0.01 0.00
C -2.197771 3.539277 -2.736053 -0.01 0.00 0.00
C -5.787521 -0.602684 -0.404177 0.00 -0.01 0.00
C -5.023719 -0.665471 0.781264 0.00 -0.01 -0.03
C -3.637211 -0.817166 0.703957 0.01 0.02 0.06
C -1.275442 2.509607 -2.592433 0.00 0.00 0.00
C 2.098550 1.242840 -2.589073 0.00 0.01 0.00
C -0.359865 -4.464377 0.450459 -0.02 0.00 0.07
C -1.254692 -1.715590 -3.145935 0.01 0.00 0.00
C 1.532054 -0.483003 -4.161221 0.00 0.00 0.00
C -3.985701 1.998103 -2.313477 0.01 -0.01 0.00
C -1.894974 -4.599114 0.185315 0.00 0.00 0.00
C 4.101592 2.611525 -2.929808 0.00 0.00 0.00
H 2.079730 -1.641260 3.536545 0.00 0.00 0.00
H 2.385332 2.752846 4.397130 0.00 0.00 0.00
H -0.212117 4.312902 3.912204 0.00 0.00 0.00
H -2.222029 -1.990847 -2.725356 -0.01 0.00 0.00
H 4.397140 1.080857 -5.122817 0.00 0.00 0.00
H -1.410468 -1.352564 -4.164754 0.00 0.00 0.00
H 1.389139 4.820572 3.362107 0.00 0.00 0.00
H 1.814727 -1.088282 5.186932 0.00 0.00 0.00
H 0.778278 2.253228 4.922686 0.00 0.00 0.00
H -5.039246 1.773638 -2.197612 -0.01 0.00 0.00
H 4.136618 -1.968226 4.923212 0.00 0.00 0.00
H 2.525110 3.484773 -0.064051 0.00 0.00 0.00
H -1.850624 4.542756 -2.957803 0.00 0.00 0.00
H 1.036010 4.739551 5.098724 0.00 0.00 0.00
H -0.222096 2.733975 -2.711225 0.00 0.00 0.00
H 4.415596 -0.832114 3.587100 0.00 0.00 0.00
H 1.032691 1.708483 -0.759491 0.00 0.00 0.00
H -0.860832 3.058666 1.467326 0.00 0.00 0.00
H 0.890330 -1.285069 -4.506267 0.00 0.00 0.00
H 2.891096 -0.743332 -5.824431 0.00 0.00 0.00
H -1.765710 1.668159 2.132470 0.00 0.00 0.00
H 4.973123 2.848453 -3.531735 0.00 0.00 0.00
H -0.637483 -2.614523 -3.167219 0.00 0.00 0.00
H -3.418477 -0.021237 -1.955887 0.00 0.00 -0.01
H -4.274230 4.094140 -2.693288 0.00 0.00 0.00
H -1.746358 1.958423 0.379082 0.00 0.00 0.00
H 4.195018 -0.221801 5.235892 0.00 0.00 0.00
H 4.510259 4.090026 -1.455743 0.00 0.00 0.00
```
Positions in Å, forces in eV/Å.

Calculated values
HOMO energy (spin up / spin down)   -1.595 / -3.013 eV
Charge   -2
Energy relative to the best compared isomer or geometry (same formula, charge and spin)   38.9 kJ/mol
LUMO (spin up / spin down)   0.1579 / 0.1433 Eh
Kohn-Sham gap (spin up / spin down)   5.89 / 6.91 eV
Multiplicity   6

Here are the Mulliken charges for atoms 1 to 4, given in e: 2.59 1.17 -0.78 -0.49

---

Q: Look up the multiplicity of the second one.
A: 1